{
  "formula": "C32H27BrCsGeIN4O3S2",
  "method": "wB97M-V/def2-TZVPD",
  "lumo_ev": 3.06,
  "orbital_gap_ha": 0.178,
  "multiplicity": 1,
  "charge": -2,
  "e_above_lowest_ev": 1.531,
  "molar_mass_g_mol": 992.05,
  "species": ["Cs", "I", "Br", "Ge", "S", "S", "O", "O", "O", "N", "N", "N", "N", "C", "C", "C", "C", "C", "C", "C", "C", "C", "C", "C", "C", "C", "C", "C", "C", "C", "C", "C", "C", "C", "C", "C", "C", "C", "C", "C", "C", "C", "C", "C", "C", "H", "H", "H", "H", "H", "H", "H", "H", "H", "H", "H", "H", "H", "H", "H", "H", "H", "H", "H", "H", "H", "H", "H", "H", "H", "H", "H"],
  "coordinates": [[-2.1920, 0.8361, -3.3405], [-7.5502, 4.8583, -3.4021], [-3.5656, -0.2367, 4.3562], [1.2852, -1.6339, 0.0599], [-0.5054, 3.5881, -4.2461], [-1.5354, 4.2800, -1.5097], [-0.3613, -2.4506, -1.8068], [-4.4603, 1.9977, -3.5272], [-1.1263, -1.3750, -3.6288], [-2.1378, 1.4356, 0.8740], [2.9149, 5.2491, -4.0173], [1.4059, 6.0342, -0.0584], [-4.2773, 4.2064, -3.0207], [4.0281, -2.7117, -0.0484], [0.2160, -3.6505, 1.8372], [-1.6045, 1.6990, 3.6038], [-1.4924, -2.2758, 0.8715], [2.0907, 0.7627, 1.6393], [3.3655, -5.0426, -1.3992], [-1.2109, 2.2900, 1.3182], [2.3725, -4.1287, -1.0581], [-0.1388, -2.5968, 0.9948], [-0.2913, 4.3361, -2.7223], [-4.9530, 3.0864, -3.1990], [-2.0902, -4.0118, 2.4343], [-2.4584, -2.9665, 1.5915], [2.0128, 5.1099, -3.3067], [-2.8089, 0.7173, 1.7794], [2.6269, 1.4736, 2.7127], [1.2952, -0.2249, -1.3147], [-2.5707, 0.8279, 3.1385], [-0.2634, -1.6060, -2.7470], [3.1966, -0.5996, 3.7852], [-0.9142, 2.4473, 2.6683], [2.6887, -2.9466, -0.3746], [-0.7497, -4.3586, 2.5502], [2.6553, -1.2967, 2.7117], [0.9196, 4.9909, -2.3825], [1.0354, -0.7926, -2.7226], [1.1525, 5.5570, -1.0826], [3.1848, 0.7928, 3.7882], [5.0251, -3.6214, -0.3961], [2.0930, -0.6375, 1.6094], [-6.4610, 3.0721, -2.9450], [4.6946, -4.7894, -1.0722], [6.0594, -3.4156, -0.1403], [-3.5654, 0.0326, 1.4120], [1.0108, -0.0134, -3.4859], [-3.5073, -2.7013, 1.4878], [3.6259, -1.1406, 4.6224], [-1.7889, -1.4942, 0.1827], [-6.9086, 2.2857, -3.5358], [3.6063, 1.3414, 4.6223], [-3.2678, 4.1751, -2.7477], [-2.8459, -4.5513, 2.9957], [5.4689, -5.4973, -1.3459], [0.5983, 0.5847, -1.0694], [2.6737, -2.3840, 2.7369], [1.2572, -3.9463, 1.9210], [1.6559, 1.3246, 0.8167], [-6.6387, 2.8867, -1.8891], [-0.1454, 3.1507, 2.9705], [-4.7631, 5.0164, -2.6712], [1.3378, -4.3142, -1.3327], [-0.4542, -5.1829, 3.1921], [3.1031, -5.9501, -1.9332], [4.3004, -1.8044, 0.4825], [2.3019, 0.1913, -1.2408], [2.6073, 2.5587, 2.7012], [-1.3982, 1.7801, 4.6637], [-0.6970, 2.8740, 0.5598], [1.8331, -1.5011, -2.9709]],
  "forces_ev_per_a": [[0.55, 1.28, 0.59], [0.01, 0.02, 0.01], [-0.01, -0.01, -0.01], [0.29, 0.23, 0.25], [0.16, 0.30, -0.13], [-0.01, -0.05, -0.07], [0.15, 0.33, -0.38], [-1.72, 1.26, 0.14], [1.23, -1.85, -0.04], [-0.06, -0.13, 0.34], [-0.03, -0.01, 0.06], [-0.02, -0.08, -0.04], [-0.02, 0.23, 0.27], [-0.05, -0.08, -0.11], [-0.16, 0.00, -0.02], [0.06, 0.03, 0.05], [0.06, -0.04, 0.07], [0.02, -0.10, 0.09], [-0.01, 0.09, 0.03], [-0.05, -0.17, -0.08], [0.11, 0.09, 0.07], [-0.25, -0.06, -0.05], [0.31, 0.09, 0.28], [-0.21, -0.62, -0.35], [0.09, 0.06, -0.02], [0.03, -0.03, 0.03], [-0.39, -0.01, 0.31], [0.14, 0.22, -0.14], [0.00, -0.12, 0.01], [-0.32, -0.32, -0.29], [-0.03, -0.06, -0.07], [-0.09, -0.66, 0.32], [-0.05, 0.08, -0.06], [0.06, 0.09, -0.03], [0.05, -0.21, -0.16], [-0.04, 0.07, -0.05], [-0.05, 0.06, -0.04], [0.17, -0.01, -0.02], [-0.09, 0.08, 0.25], [-0.06, -0.13, -0.53], [-0.07, -0.04, -0.13], [-0.11, 0.01, -0.01], [0.09, 0.14, 0.11], [0.10, 0.08, -0.02], [-0.10, 0.06, 0.04], [-0.05, 0.00, -0.01], [0.04, 0.00, -0.02], [0.06, 0.05, 0.05], [0.10, -0.01, 0.01], [-0.01, 0.01, -0.03], [0.00, -0.03, 0.03], [-0.01, -0.06, -0.06], [0.00, 0.00, 0.00], [0.25, -0.10, -0.18], [0.03, 0.01, -0.03], [-0.02, 0.00, 0.00], [0.00, -0.09, -0.06], [0.02, 0.10, -0.02], [-0.04, 0.00, 0.01], [0.08, -0.06, 0.07], [0.01, -0.01, 0.02], [-0.09, -0.09, -0.04], [-0.09, -0.02, -0.03], [0.06, 0.02, 0.01], [-0.01, 0.05, -0.03], [0.01, 0.03, 0.02], [-0.02, -0.05, -0.03], [0.02, 0.07, -0.03], [0.01, -0.06, -0.01], [0.00, 0.01, -0.04], [-0.09, 0.00, 0.00], [0.05, 0.11, -0.07]],
  "lowdin_charge": [1.24, 0.73, 0.69, 1.02, 0.32, 0.47, -0.09, -0.31, -0.40, 0.09, 0.09, 0.08, 0.14, -0.10, -0.11, -0.12, -0.10, -0.10, -0.10, -0.15, -0.09, -0.25, -1.25, -0.65, -0.11, -0.10, -0.31, -0.21, -0.10, -0.23, -0.68, -0.75, -0.11, -0.05, -0.25, -0.10, -0.12, -0.43, -0.18, -0.32, -0.11, -0.11, -0.24, -0.55, -0.12, 0.09, 0.10, 0.10, 0.09, 0.09, 0.09, 0.04, 0.09, -0.05, 0.09, 0.09, 0.07, 0.09, 0.09, 0.09, 0.05, 0.11, 0.05, 0.10, 0.09, 0.09, 0.10, 0.08, 0.10, 0.10, 0.04, 0.11]
}

{
  "formula": "C4H8O",
  "method": "wB97M-V/def2-TZVPD",
  "lumo_ev": 1.04,
  "orbital_gap_ha": 0.401,
  "multiplicity": 1,
  "charge": 0,
  "e_above_lowest_ev": 1.435,
  "molar_mass_g_mol": 72.11,
  "smiles": "CC=O.C=C",
  "species": ["O", "C", "C", "C", "C", "H", "H", "H", "H", "H", "H", "H", "H"],
  "coordinates": [[-1.3802, 1.6858, 0.7558], [0.2275, -2.0109, -1.6092], [0.9460, 1.8486, 1.3250], [-0.4431, 1.2903, 1.3963], [-1.0543, -1.6861, -1.5687], [-0.5668, 0.4412, 2.0913], [1.5729, 1.1027, 0.8325], [0.9631, -1.3384, -2.0345], [1.3400, 1.9591, 2.3359], [0.9800, 2.7857, 0.7793], [-1.4673, -0.8271, -2.0738], [0.6196, -2.9476, -1.2334], [-1.7373, -2.3034, -0.9965]],
  "forces_ev_per_a": [[0.02, 0.06, 0.00], [0.26, 0.29, -0.19], [-0.06, -0.17, 0.11], [-0.02, 0.07, -0.11], [0.00, -0.44, 0.32], [-0.03, -0.12, 0.07], [0.07, 0.00, -0.07], [-0.04, -0.11, -0.33], [0.03, 0.10, 0.01], [-0.02, 0.04, -0.04], [0.09, 0.28, 0.20], [-0.12, 0.09, 0.34], [-0.19, -0.09, -0.32]],
  "lowdin_charge": [0.04, -0.09, -0.06, -0.33, -0.08, 0.11, 0.08, 0.04, 0.08, 0.08, 0.05, 0.04, 0.05]
}

{
  "formula": "C22H19N4O5S3TeV",
  "method": "wB97M-V/def2-TZVPD",
  "lumo_ev": [2.28, 2.28],
  "orbital_gap_ha": [0.236, 0.214],
  "s_squared": 0.75,
  "multiplicity": 2,
  "charge": -1,
  "e_above_lowest_ev": 0.000,
  "molar_mass_g_mol": 694.16,
  "species": ["Te", "V", "S", "S", "S", "O", "O", "O", "O", "O", "N", "N", "N", "N", "C", "C", "C", "C", "C", "C", "C", "C", "C", "C", "C", "C", "C", "C", "C", "C", "C", "C", "C", "C", "C", "C", "H", "H", "H", "H", "H", "H", "H", "H", "H", "H", "H", "H", "H", "H", "H", "H", "H", "H", "H"],
  "coordinates": [[1.1457, 2.4331, -1.3054], [0.8607, 0.3310, 1.8634], [3.0850, 1.2322, 1.2782], [-1.7741, -0.6229, 1.8365], [3.0404, -0.6391, 2.0927], [4.3088, -1.2747, 2.3151], [-0.8164, -0.3275, 0.7303], [-3.1250, -0.1989, 1.5772], [2.2080, -0.4080, 3.3277], [2.1044, -1.3660, 1.1685], [-1.1173, -0.0933, 3.1636], [-1.7458, -6.5069, 2.5435], [-2.0444, 1.8264, 4.2057], [-0.1961, 1.9515, 2.7299], [-0.3941, 2.1097, -3.9554], [1.8711, -1.7344, -2.3664], [-0.9906, 3.9248, 3.7293], [0.2171, 3.0378, -3.1164], [3.0316, 0.7130, -2.9644], [-1.7523, -5.1240, 2.3448], [-0.4500, 4.8006, -4.6267], [-0.5499, -3.0632, 1.9803], [-2.9488, -3.0350, 2.2419], [-1.1658, 1.2703, 3.3793], [-1.9447, 3.1432, 4.3632], [-1.7523, -2.3676, 2.0359], [2.9698, -1.6775, -3.2087], [-1.0145, 2.5233, -5.1255], [-0.5558, -4.4354, 2.1395], [-0.1029, 3.2624, 2.9020], [1.3402, -0.5696, -1.8261], [3.5501, -0.4517, -3.5093], [-1.0492, 3.8701, -5.4625], [-2.9492, -4.4101, 2.3951], [1.9215, 0.6549, -2.1276], [0.1877, 4.3850, -3.4645], [-2.6047, -6.9713, 2.2962], [-2.6683, 3.5954, 5.0340], [0.3855, -2.5432, 1.8049], [-0.4660, 5.8529, -4.8841], [-1.5385, 4.1913, -6.3736], [0.6762, 5.1153, -2.8297], [4.4181, -0.4035, -4.1555], [-0.9358, 4.9919, 3.8831], [3.4951, 1.6671, -3.1806], [1.4299, -2.6887, -2.1077], [0.3798, -4.9812, 2.1018], [-1.4806, 1.7899, -5.7723], [3.3865, -2.5888, -3.6199], [0.6997, 3.7614, 2.3720], [-3.8715, -2.4712, 2.2725], [-3.8821, -4.9377, 2.5581], [-0.9404, -6.9790, 2.1650], [-0.3799, 1.0584, -3.6941], [0.4942, -0.6225, -1.1547]],
  "forces_ev_per_a": [[0.06, -0.04, 0.04], [-0.09, 0.15, 0.11], [0.03, -0.02, 0.00], [-0.01, 0.03, -0.06], [-0.07, -0.03, -0.02], [-0.01, -0.01, -0.01], [-0.01, -0.07, -0.02], [-0.01, -0.03, 0.00], [0.05, -0.06, -0.08], [0.05, 0.05, 0.05], [0.09, 0.00, 0.01], [0.00, 0.00, 0.00], [-0.01, 0.04, 0.04], [0.02, -0.06, 0.00], [0.00, 0.01, -0.03], [0.00, -0.01, 0.00], [0.00, -0.01, -0.01], [-0.01, -0.03, 0.01], [-0.01, -0.01, -0.02], [-0.01, -0.01, 0.00], [0.01, -0.01, 0.01], [-0.03, 0.00, 0.01], [0.00, 0.02, 0.00], [-0.03, 0.04, -0.06], [0.00, -0.02, -0.01], [0.02, -0.01, 0.01], [0.00, 0.00, 0.00], [0.01, 0.00, 0.02], [0.00, 0.01, 0.00], [-0.04, 0.02, 0.02], [0.01, 0.01, 0.01], [0.00, 0.01, 0.00], [-0.01, 0.01, -0.02], [-0.01, -0.01, 0.00], [-0.01, 0.03, -0.03], [-0.01, -0.01, 0.01], [0.00, 0.00, 0.00], [0.00, 0.00, 0.00], [0.01, -0.01, 0.00], [0.00, 0.00, 0.00], [0.00, 0.00, 0.00], [0.00, 0.01, -0.01], [0.00, 0.00, 0.00], [0.00, 0.00, 0.00], [0.00, 0.00, 0.00], [0.00, 0.01, 0.00], [0.00, 0.00, 0.00], [0.00, 0.00, 0.00], [0.00, 0.00, 0.00], [0.01, 0.00, 0.01], [0.00, 0.00, 0.00], [0.00, 0.00, 0.00], [0.00, 0.00, 0.00], [0.00, 0.00, -0.01], [-0.01, 0.00, 0.00]],
  "lowdin_charge": [1.31, 0.52, 0.26, 0.62, 0.09, -0.36, -0.42, -0.29, -0.48, -0.49, -0.12, 0.08, 0.15, 0.03, -0.13, -0.08, -0.05, -0.54, -0.14, -0.33, -0.11, -0.03, -0.06, -0.46, -0.13, -0.28, -0.10, -0.10, -0.02, -0.09, -0.14, -0.10, -0.11, -0.04, -0.56, -0.16, 0.08, 0.10, 0.09, 0.09, 0.09, 0.08, 0.10, 0.10, 0.09, 0.11, 0.11, 0.10, 0.10, 0.12, 0.11, 0.11, 0.08, 0.10, 0.07]
}